A | {
  "formula": "C5H13N2",
  "method": "ωB97M-V/def2-TZVPD",
  "elements": ["C", "C", "C", "N", "N", "C", "C", "H", "H", "H", "H", "H", "H", "H", "H", "H", "H", "H", "H", "H"],
  "coordinates": [[0.7224, 2.1117, 0.1670], [0.4146, 0.7333, -0.3352], [1.1826, -0.4378, 0.2908], [1.8801, -1.2274, -0.5526], [-0.2261, -1.1211, 0.8769], [-1.0966, -0.0105, 0.3771], [-2.1307, -0.4393, -0.6136], [0.7823, 2.1380, 1.2534], [-0.0461, 2.8046, -0.1641], [1.6738, 2.4508, -0.2401], [0.3462, 0.6689, -1.4153], [1.7323, -0.1794, 1.1953], [2.5853, -1.8694, -0.2340], [1.5749, -1.3457, -1.5052], [-0.2707, -1.2516, 1.8896], [-0.4488, -2.0138, 0.4268], [-1.4696, 0.6187, 1.1774], [-1.7214, -1.1350, -1.3433], [-2.5190, 0.4228, -1.1484], [-2.9655, -0.9180, -0.1024]],
  "multiplicity": 1,
  "smiles": "C[C@H]1[C@H](N)[NH2+][C@@H]1C",
  "e_homo_ha": -0.5278,
  "total_charge": 1
}



B | {
  "formula": "C5H13N2",
  "method": "ωB97M-V/def2-TZVPD",
  "elements": ["C", "C", "C", "C", "N", "C", "N", "H", "H", "H", "H", "H", "H", "H", "H", "H", "H", "H", "H", "H"],
  "coordinates": [[-1.4460, 1.2891, 1.3157], [-1.1361, 1.7560, -0.0915], [0.2260, 1.1502, -0.6176], [0.5053, -0.2811, -0.3112], [1.4551, -0.5713, 0.7038], [0.0272, -1.3002, -1.0256], [0.9117, -2.5491, -0.8315], [-2.2603, 1.8518, 1.7606], [-1.5028, 0.1938, 1.3134], [-0.5631, 1.3505, 1.9607], [-0.9890, 2.8211, -0.2001], [-1.8882, 1.4318, -0.8089], [0.2715, 1.3915, -1.6816], [0.9524, 1.8475, -0.2079], [2.2556, 0.0465, 0.6044], [1.1329, -0.4919, 1.6612], [-0.9120, -1.5383, -1.4873], [0.4282, -3.0948, -0.1087], [1.7119, -2.1331, -0.3161], [0.8197, -3.1699, -1.6321]],
  "multiplicity": 1,
  "smiles": "CCC/C(N)=C/[NH3+]",
  "e_homo_ha": -0.5140,
  "total_charge": 1
}



C | {
  "formula": "C5H13N2",
  "method": "ωB97M-V/def2-TZVPD",
  "elements": ["C", "N", "C", "H", "H", "H", "H", "H", "H", "H", "C", "C", "C", "N", "H", "H", "H", "H", "H", "H"],
  "coordinates": [[2.1341, -0.8364, -0.4994], [1.3035, -2.0340, -0.4541], [1.2585, -2.7026, -1.7502], [3.1540, -1.1291, -0.7476], [1.8026, -0.0961, -1.2444], [2.1733, -0.3731, 0.4880], [0.3638, -1.7577, -0.1939], [0.8365, -2.0817, -2.5529], [0.6768, -3.6202, -1.6748], [2.2709, -2.9795, -2.0404], [-1.0528, 1.4191, 0.6714], [0.1186, 2.0260, 0.6597], [-3.3148, 1.5361, 1.4954], [-2.1358, 2.0087, 1.3959], [-1.3145, 0.4873, 0.1914], [0.2819, 2.9756, 1.1544], [0.9660, 1.5871, 0.1548], [-4.0449, 2.0831, 2.0757], [-3.5515, 0.6010, 1.0033], [-1.9261, 2.8864, 1.8678]],
  "multiplicity": 1,
  "e_homo_ha": -0.4237,
  "total_charge": 1
}



D | {
  "formula": "C5H13N2",
  "method": "ωB97M-V/def2-TZVPD",
  "elements": ["C", "C", "C", "C", "C", "N", "N", "H", "H", "H", "H", "H", "H", "H", "H", "H", "H", "H", "H", "H"],
  "coordinates": [[1.1377, -0.8464, -2.0326], [0.0598, -0.1351, -2.2436], [0.4239, 0.2898, 1.0395], [-0.3791, 1.4132, 0.5277], [-1.6321, -0.8953, 1.1477], [1.7387, 0.3638, 1.0814], [-0.2178, -0.8995, 0.9853], [2.1026, -0.3571, -2.2745], [0.9850, -1.9349, -1.7451], [-0.9699, -0.5615, -2.0524], [-0.0083, 0.8965, -2.7016], [0.2154, 2.1171, -0.0724], [-0.9884, 1.7077, 1.3814], [-1.0269, 1.0315, -0.2653], [-2.0901, -0.3568, 0.3289], [-2.0271, -1.8167, 1.2503], [-1.9454, -0.3995, 2.0648], [2.3923, -0.4331, 1.3379], [2.3071, 1.2179, 1.2047], [0.2369, -1.7519, 1.3189]],
  "multiplicity": 1,
  "e_homo_ha": -0.5062,
  "total_charge": 1
}



What should be chosen as the most stable of them? Choose A.



A | {
  "formula": "C5H13N2",
  "method": "ωB97M-V/def2-TZVPD",
  "elements": ["C", "C", "C", "N", "C", "C", "N", "H", "H", "H", "H", "H", "H", "H", "H", "H", "H", "H", "H", "H"],
  "coordinates": [[-0.4679, -1.3997, 1.3555], [0.0645, -0.0969, 0.8576], [-0.7265, 1.0019, 0.8616], [-1.9843, 1.0377, 1.3788], [1.2833, -0.2286, -0.0101], [0.8695, -0.6868, -1.4373], [0.9864, 0.4249, -2.4335], [0.0163, -2.3158, 1.0035], [-1.5369, -1.5540, 1.1387], [-0.4644, -1.6447, 2.4312], [-0.3188, 1.9872, 0.6568], [-2.5646, 1.8525, 1.3067], [-2.4171, 0.2073, 1.7394], [1.9384, 0.6509, -0.0574], [1.9700, -0.9824, 0.3736], [-0.1417, -1.0828, -1.3719], [1.4449, -1.5343, -1.8106], [0.6209, 1.2781, -1.9873], [0.3157, 0.3172, -3.1889], [1.9453, 0.5619, -2.7160]],
  "multiplicity": 1,
  "smiles": "C/C(=C\\N)CC[NH3+]",
  "e_homo_ha": -0.4122,
  "total_charge": 1
}



B | {
  "formula": "C5H13N2",
  "method": "ωB97M-V/def2-TZVPD",
  "elements": ["C", "C", "N", "C", "C", "C", "N", "H", "H", "H", "H", "H", "H", "H", "H", "H", "H", "H", "H", "H"],
  "coordinates": [[-0.6866, 2.7747, -0.0344], [-0.4044, 1.5121, 0.3481], [-0.7079, 0.9352, 1.5847], [0.4268, 0.5391, -0.5858], [0.5270, -0.8740, -0.0417], [1.4092, -1.7589, -0.8730], [-0.9504, -1.6253, 0.0405], [-0.5050, 3.1905, -1.0159], [-0.7656, 3.5897, 0.7157], [-1.4347, 1.3668, 2.1698], [0.1246, 0.8815, 2.1678], [-0.3500, 0.5776, -1.3429], [1.3755, 0.9364, -1.0143], [0.7887, -0.9269, 1.0114], [0.9231, -1.8464, -1.8547], [2.4402, -1.3730, -0.9235], [1.5348, -2.7419, -0.4431], [-1.0719, -1.9267, -0.9300], [-0.9531, -2.2749, 0.8172], [-1.7202, -0.9557, 0.2040]],
  "multiplicity": 1,
  "smiles": "C=C(N)C[C@H](C)[NH3+]",
  "e_homo_ha": -0.4550,
  "total_charge": 1
}



What should be chosen as the most stable of them? Choose A.